The following is a DFT calculation (ωB97M-V/def2-TZVPD) of 10 unconnected molecules or ions with the total composition C48H114N2O4 in a non-equilibrium geometry.

Results
electronic energy	-2307.57028	hartree
HOMO level	-9.6	eV
SMILES	CC(N)=O.CC(N)=O.CCCCCC.CCCCCC.CCCCCC.CCCCCC.CCCCCC.CCCCCC.CCCCCC.OCCO

Geometry (Å):
C: -1.554 0.565 -3.448
C: -2.875 -0.203 -3.704
C: -4.043 -0.017 -2.692
C: -5.222 -0.965 -2.907
C: -6.351 -0.880 -1.785
C: -5.906 -1.453 -0.442
H: -1.857 1.611 -3.490
H: -0.757 0.373 -4.165
H: -1.252 0.295 -2.436
H: -3.349 0.110 -4.635
H: -2.732 -1.283 -3.726
H: -4.344 1.000 -2.444
H: -3.572 -0.330 -1.761
H: -5.562 -0.780 -3.926
H: -5.030 -2.038 -2.924
H: -6.734 0.127 -1.618
H: -7.129 -1.550 -2.151
H: -5.434 -2.419 -0.621
H: -5.243 -0.921 0.240
H: -6.728 -1.658 0.243
C: 3.199 -6.580 -0.311
C: 1.783 -6.283 0.363
C: 0.502 -7.008 -0.123
C: 0.428 -8.412 0.403
C: -1.001 -8.990 0.253
C: -1.208 -10.458 0.799
H: 3.320 -6.121 -1.292
H: 3.158 -7.611 -0.663
H: 4.055 -6.389 0.336
H: 1.976 -6.414 1.427
H: 1.553 -5.224 0.245
H: 0.641 -7.040 -1.203
H: -0.411 -6.516 0.211
H: 1.150 -8.946 -0.215
H: 0.693 -8.359 1.459
H: -1.567 -8.245 0.812
H: -1.375 -9.079 -0.767
H: -2.245 -10.792 0.766
H: -0.702 -11.056 0.041
H: -0.793 -10.579 1.800
C: 2.444 6.545 -4.941
C: 2.409 5.220 -3.987
C: 2.379 3.947 -4.777
C: 2.151 2.687 -3.758
C: 2.081 1.273 -4.439
C: 3.360 0.880 -5.031
H: 1.634 6.613 -5.667
H: 3.358 6.729 -5.507
H: 2.173 7.349 -4.257
H: 3.316 5.155 -3.385
H: 1.647 5.373 -3.223
H: 3.356 3.776 -5.228
H: 1.568 4.084 -5.492
H: 3.003 2.786 -3.085
H: 1.181 2.900 -3.310
H: 1.734 0.659 -3.608
H: 1.466 1.407 -5.329
H: 3.547 1.481 -5.921
H: 4.206 0.714 -4.365
H: 3.271 -0.072 -5.554
C: -1.209 -3.192 -2.803
C: -2.237 -4.253 -3.073
C: -2.911 -4.595 -1.699
C: -3.777 -5.899 -1.697
C: -4.415 -6.226 -0.330
C: -5.196 -7.643 -0.332
H: -0.781 -2.655 -3.650
H: -0.335 -3.505 -2.232
H: -1.739 -2.534 -2.115
H: -2.960 -3.859 -3.787
H: -1.835 -5.188 -3.463
H: -3.575 -3.785 -1.396
H: -2.134 -4.546 -0.936
H: -4.559 -5.661 -2.418
H: -3.248 -6.823 -1.927
H: -3.507 -6.195 0.272
H: -5.060 -5.422 0.026
H: -6.015 -7.706 -1.049
H: -4.400 -8.325 -0.630
H: -5.558 -7.763 0.689
C: 1.526 -1.544 -0.575
C: 1.483 -0.401 0.407
C: 1.432 0.985 -0.264
C: 1.146 2.153 0.718
C: 1.693 3.467 0.127
C: 1.522 4.762 1.011
H: 0.516 -1.708 -0.951
H: 1.840 -2.467 -0.088
H: 2.279 -1.270 -1.314
H: 0.660 -0.508 1.114
H: 2.333 -0.496 1.083
H: 0.701 1.069 -1.068
H: 2.397 0.952 -0.770
H: 0.072 2.287 0.845
H: 1.596 2.124 1.710
H: 2.739 3.251 -0.089
H: 1.157 3.580 -0.815
H: 0.558 4.810 1.517
H: 2.186 4.754 1.875
H: 1.688 5.659 0.415
C: -1.200 -2.323 3.990
C: -1.382 -3.792 3.412
C: -1.000 -4.940 4.400
C: -0.647 -6.387 3.743
C: -0.329 -7.560 4.788
C: 0.574 -8.723 4.361
H: -2.124 -2.001 4.470
H: -0.769 -1.625 3.273
H: -0.410 -2.274 4.740
H: -2.398 -3.899 3.034
H: -0.774 -3.943 2.520
H: -1.916 -5.264 4.893
H: -0.250 -4.549 5.088
H: -1.361 -6.680 2.973
H: 0.196 -6.231 3.070
H: 0.160 -7.155 5.674
H: -1.276 -7.976 5.132
H: 0.149 -9.488 3.712
H: 1.404 -8.346 3.763
H: 0.793 -9.406 5.182
C: 5.329 5.312 2.077
C: 5.443 6.751 1.580
C: 5.178 6.873 0.031
C: 4.646 8.246 -0.491
C: 5.420 9.485 0.012
C: 4.632 10.819 -0.073
H: 4.285 5.039 1.921
H: 5.427 5.111 3.143
H: 5.944 4.637 1.483
H: 4.885 7.429 2.225
H: 6.462 7.032 1.845
H: 4.438 6.108 -0.206
H: 6.088 6.609 -0.507
H: 4.674 8.249 -1.581
H: 3.566 8.392 -0.462
H: 5.791 9.359 1.029
H: 6.301 9.557 -0.626
H: 3.696 10.869 0.482
H: 5.240 11.514 0.507
H: 4.436 11.010 -1.128
C: -1.714 6.331 0.908
C: -2.250 7.576 0.125
O: -1.425 7.964 -0.996
O: -1.498 5.248 0.053
H: -2.360 6.100 1.755
H: -0.744 6.615 1.317
H: -2.267 8.482 0.731
H: -3.280 7.316 -0.119
H: -1.150 7.198 -1.505
H: -1.262 4.431 0.498
O: -1.637 3.380 2.858
C: -2.714 2.861 2.738
N: -3.401 2.408 3.810
C: -3.377 2.729 1.294
H: -4.237 1.858 3.671
H: -2.976 2.601 4.705
H: -4.465 2.775 1.249
H: -3.148 1.741 0.894
H: -2.939 3.480 0.636
O: 3.202 5.202 4.788
C: 2.265 4.450 4.817
N: 2.511 3.137 4.819
C: 0.855 4.968 4.997
H: 1.961 2.425 5.278
H: 3.503 2.993 4.699
H: 0.215 4.186 5.406
H: 0.397 5.183 4.032
H: 0.776 5.850 5.633